No. 1
C8H11NO2S | ωB97M-V with the def2-TZVPD basis set

As for the structure (SMILES): NCCc1cc(O)c(O)cc1S. The calculation puts the energy at -914.8648 a.u. The calculation puts the HOMO energy at -7.761 eV. The energy relative to the best compared isomer or geometry (same formula, charge and spin) comes out at 0.191 eV. For the frontier orbital gap, the calculation gives 8.447 eV.

```
23
Properties=species:S:1:pos:R:3:forces:R:3
C 0.136 1.089 -0.338 -0.1 -0.3 0.2
C 1.065 -0.872 -1.678 0.5 -0.9 0.3
C -0.832 -0.620 1.628 -0.1 0.2 0.1
C -1.000 0.751 1.763 0.0 -0.3 -0.2
C 1.890 0.090 -2.525 0.4 -0.3 0.1
O -1.653 1.254 2.839 0.0 0.5 0.1
S 0.034 -2.909 0.326 -0.1 0.5 0.1
H -0.499 -3.196 1.516 0.0 -0.1 0.0
C 0.335 -0.296 -0.484 -0.2 0.5 0.1
H 1.759 -1.681 -1.304 -0.6 0.8 -0.3
H 0.476 1.751 -1.132 -0.1 -0.1 0.2
H -1.659 2.221 2.732 -0.1 -0.3 0.2
H 1.655 1.575 -3.910 -0.6 -0.4 0.4
N 1.053 1.033 -3.270 0.1 0.0 -0.9
H 2.543 -0.516 -3.188 -0.3 0.2 0.2
H 0.365 -1.416 -2.334 0.0 0.2 0.1
H 0.381 0.504 -3.852 0.6 0.5 0.4
C -0.524 1.603 0.772 0.4 -0.4 -0.5
H -1.237 -1.275 2.402 0.1 0.2 -0.2
H -0.408 3.455 0.230 0.0 -0.1 0.0
O -0.751 2.941 0.968 -0.1 0.2 0.1
H 2.572 0.645 -1.864 -0.2 0.0 -0.2
C -0.175 -1.130 0.516 0.2 -0.5 -0.3
```
Forces are in eV/Å.

No. 2
C8H11NO2S | ωB97M-V with the def2-TZVPD basis set

The calculation puts the energy at -914.7680 a.u. The calculation puts the HOMO energy at -8.806 eV. The energy relative to the best compared isomer or geometry (same formula, charge and spin) comes out at 2.824 eV. For the frontier orbital gap, the calculation gives 9.548 eV.

```
23
Properties=species:S:1:pos:R:3:forces:R:3
H -3.925 1.516 0.182 1.9 -0.7 -0.2
C -1.867 2.108 -0.118 1.4 2.1 0.6
H -2.158 3.205 0.069 0.8 -1.7 -0.7
H 1.188 -1.839 -2.069 -1.3 0.0 -0.8
C -2.588 -0.207 -0.095 1.8 0.1 -1.1
C 1.139 -0.080 -0.692 -0.3 -0.1 0.3
H 1.614 -1.169 2.559 0.8 -0.1 0.4
O 3.539 -0.336 0.451 -0.1 0.8 -0.3
H 0.508 -1.369 1.510 -1.8 -0.3 -0.4
H -3.338 -0.940 -0.162 -1.3 -0.4 0.4
H 2.633 -1.383 -1.431 0.4 0.3 0.2
C 1.585 -1.415 -1.179 0.7 -0.2 -0.4
C -0.555 1.663 -0.350 -1.4 -0.3 -0.4
H 1.541 -2.151 -0.414 -0.3 -0.8 0.9
O 1.958 0.976 -1.189 0.4 0.9 -2.2
S 2.427 0.610 0.314 0.0 -0.8 1.4
H -0.948 -1.676 -0.513 -0.3 -1.8 -0.2
H 0.551 -0.007 2.622 -1.4 0.1 0.0
H 0.159 2.411 -0.693 0.3 -0.5 0.6
C -2.831 1.178 0.022 -3.8 -1.9 0.5
C -1.288 -0.699 -0.400 -1.6 2.8 1.5
N 0.973 -0.651 1.993 2.1 -0.2 1.3
C -0.317 0.256 -0.416 2.9 2.7 -1.4
```
Forces are in eV/Å.

No. 3
C8H11NPSTb | ωB97M-V with the def2-TZVPD basis set

Its multiplicity is 7. The calculation puts the energy at -1929.8283 a.u. The calculation puts the HOMO energy (alpha / beta) at -5.575 / -5.568 eV. For the frontier orbital gap (alpha / beta), the calculation gives 4.633 / 4.310 eV. The expectation value of S² is 12.820.

```
23
Properties=species:S:1:pos:R:3:forces:R:3
H -1.035 -0.816 0.130 -0.1 -0.3 -0.2
C -0.724 -0.723 -2.121 0.1 -0.9 1.3
H 3.562 -1.264 2.185 0.0 0.3 0.0
C -0.528 -1.761 -3.061 0.2 -0.6 0.2
H -2.300 4.121 -0.672 0.3 -0.2 0.8
C 1.380 1.566 2.157 0.9 -1.6 0.4
H -0.800 0.348 -2.324 -0.2 -0.1 -0.1
C -0.858 -1.351 -0.806 0.2 0.1 -1.2
C 2.782 -0.517 2.109 -0.5 -0.3 -0.1
H 1.068 -1.651 1.289 0.2 0.0 -0.3
C -0.740 -2.760 -0.983 0.2 0.9 -0.6
C 1.524 -0.727 1.614 0.4 1.6 0.4
H 0.781 2.243 2.773 0.2 -0.2 0.3
H -2.946 3.261 1.218 0.6 0.3 -0.3
H -0.797 -3.499 -0.189 0.0 0.1 -0.2
H -0.379 -4.000 -2.823 -0.1 0.3 0.1
H -0.405 -1.632 -4.140 0.0 0.0 0.4
H -1.576 4.962 1.197 -0.1 -0.6 -0.3
C -0.523 -3.018 -2.373 -0.2 1.3 0.4
Tb 0.437 1.973 0.122 0.3 -0.6 -3.7
P -1.720 3.666 0.578 -2.2 1.7 0.1
N 0.772 0.436 1.532 0.0 -0.8 2.3
S 3.026 1.143 2.587 0.0 -0.2 0.2
```
Forces are in eV/Å.

No. 4
C8H11NS | ωB97M-V with the def2-TZVPD basis set

The calculation puts the energy at -764.2056 a.u. The calculation puts the HOMO energy (alpha / beta) at -8.204 / -8.105 eV. The energy relative to the best compared isomer or geometry (same formula, charge and spin) comes out at 3.908 eV. For the frontier orbital gap (alpha / beta), the calculation gives 8.157 / 8.324 eV.

```
21
Properties=species:S:1:pos:R:3:forces:R:3
C 3.167 0.669 0.000 0.1 0.7 -0.3
H 0.097 1.765 1.083 0.8 -0.8 -1.0
C 0.517 0.229 -0.459 -2.5 0.1 -0.1
N -1.799 0.119 -0.844 2.6 -0.3 -0.3
C 1.426 -0.487 -1.163 -0.3 -1.5 0.0
H -2.778 -0.292 1.634 0.3 -0.3 0.1
C 0.843 1.162 0.478 -1.7 0.3 0.7
H -1.189 -1.162 1.711 0.2 0.5 0.0
H 3.520 -0.788 -1.398 1.3 -1.3 -1.3
C 2.180 1.338 0.715 0.7 1.0 0.1
H 1.144 -1.360 -1.734 -0.2 0.2 -0.5
C 2.770 -0.274 -0.916 -0.9 1.0 0.9
H -1.459 -1.772 -0.635 1.2 -1.6 -0.4
H 2.357 2.157 1.378 0.8 0.2 0.5
S -2.260 1.571 -0.268 -1.3 0.9 -1.8
H -2.597 2.047 -1.591 0.5 -0.2 2.0
H -2.643 -2.067 1.631 -0.2 0.0 0.0
H 4.225 0.947 -0.039 -0.4 -0.1 0.8
C -2.160 -1.131 -0.211 -2.2 0.5 -0.8
C -2.183 -1.147 1.272 -0.4 -0.3 0.9
H -3.178 -1.524 -0.644 1.5 1.1 0.7
```
Forces are in eV/Å.

No. 5
C8H11O | ωB97M-V with the def2-TZVPD basis set

As for the charge: +1. The calculation puts the energy at -386.1340 a.u. The calculation puts the HOMO energy (alpha / beta) at -13.555 / -13.560 eV. The energy relative to the best compared isomer or geometry (same formula, charge and spin) comes out at 4.326 eV. For the frontier orbital gap (alpha / beta), the calculation gives 8.696 / 8.699 eV.

```
20
Properties=species:S:1:pos:R:3:forces:R:3
H -0.077 1.287 1.570 0.0 0.9 2.6
C -2.404 0.284 -0.887 -4.0 2.7 2.3
H -0.038 1.911 0.063 0.1 2.5 -1.4
H -3.262 -1.007 1.028 0.2 0.3 -0.6
C 3.158 0.107 -0.325 0.8 1.7 1.5
H -0.909 -2.618 -0.317 1.0 1.3 0.6
C -0.549 -1.599 0.064 0.4 -0.9 0.4
C -0.332 1.082 0.587 0.0 -2.6 -0.1
H -3.253 0.835 -1.372 0.8 -0.7 0.6
C 0.855 -1.243 0.200 -4.4 -0.6 -0.2
C 0.871 0.193 0.327 1.1 -2.1 -1.6
H 1.698 -2.000 0.058 -1.2 1.5 0.1
H 3.668 -0.336 0.456 0.0 -1.6 2.4
H -2.272 1.788 0.774 -0.8 -0.5 0.2
H 3.022 -0.561 -1.062 -1.1 -2.2 -2.6
C -2.603 -0.416 0.383 3.6 -2.1 0.3
H 4.000 0.691 -0.590 -0.1 2.0 -0.9
O 1.989 0.836 0.067 -1.0 0.4 0.3
H -1.693 -0.063 -1.473 2.7 -1.6 -3.1
C -1.869 0.829 0.449 2.0 1.7 -1.0
```
Forces are in eV/Å.

No. 6
C8H11OPS2 | ωB97M-V with the def2-TZVPD basis set

As for the structure (SMILES): OP(CS)c1ccccc1.C=S. The calculation puts the energy at -1524.3386 a.u. The calculation puts the HOMO energy at -8.590 eV. The energy relative to the best compared isomer or geometry (same formula, charge and spin) comes out at 2.085 eV. For the frontier orbital gap, the calculation gives 7.831 eV.

```
23
Properties=species:S:1:pos:R:3:forces:R:3
H -1.053 3.317 -0.169 0.2 -2.3 0.0
C -0.135 0.032 0.411 -0.5 0.6 0.4
C -1.521 1.599 -1.379 -1.9 2.0 -3.0
H -0.679 -1.516 -0.805 0.2 -3.9 -0.7
C -0.946 2.158 -0.294 0.0 4.3 1.4
H 1.661 -2.649 0.688 0.7 0.1 0.1
S 3.320 -0.895 -0.553 0.2 1.6 -1.5
H -1.910 -0.147 -2.542 1.1 0.5 1.3
O 0.794 -2.353 0.930 -1.2 -0.2 0.5
C -0.263 1.407 0.624 1.4 -0.2 1.6
H -3.290 -1.562 2.953 0.5 0.2 -0.7
H -2.153 2.185 -2.157 1.3 -0.7 1.7
P 0.675 -0.914 1.743 -0.7 -0.5 0.2
S -2.481 -1.252 1.878 0.4 -0.5 1.6
C -1.361 0.291 -1.642 -1.4 -2.9 -1.3
C -0.878 -1.324 2.847 0.2 2.3 -0.7
H 4.155 0.467 -2.314 0.0 0.1 -0.3
H -0.627 -2.245 3.309 -0.2 -1.2 0.2
H 0.228 1.826 1.572 -0.8 -0.3 -1.6
C 3.325 0.355 -1.637 0.0 -1.8 2.0
H -0.909 -0.568 3.696 0.0 -0.7 -1.2
C -0.742 -0.527 -0.709 0.6 3.3 0.5
H 2.535 1.090 -1.586 -0.1 0.2 -0.3
```
Forces are in eV/Å.

No. 7
C8H12 | ωB97M-V with the def2-TZVPD basis set

As for the structure (SMILES): C=C/C(=C\C)C(=C)C. The calculation puts the energy at -311.8887 a.u. The calculation puts the HOMO energy at -7.990 eV. The energy relative to the best compared isomer or geometry (same formula, charge and spin) comes out at 2.657 eV. For the frontier orbital gap, the calculation gives 8.457 eV.

```
20
Properties=species:S:1:pos:R:3:forces:R:3
H -2.525 1.429 -0.272 0.1 0.1 0.7
H -1.513 2.968 -0.302 0.0 0.3 -0.7
H 3.295 -0.165 -0.433 0.4 0.1 -1.1
C -0.014 -0.208 -0.246 0.0 1.3 -0.6
C -0.442 1.182 -0.632 0.0 0.7 1.7
H -3.003 -1.113 -0.725 0.5 -0.1 -0.2
C -2.259 -1.239 0.079 -1.6 0.9 0.2
C -1.549 1.894 -0.364 -0.4 -1.1 -0.5
H -2.654 -2.072 0.672 0.6 -0.4 -0.3
H 2.609 -1.170 1.728 0.5 0.4 -0.3
H 2.223 0.879 -1.543 0.1 -0.4 -0.2
C 1.626 -0.936 1.346 0.3 0.3 0.7
H 0.910 -0.957 2.154 -0.7 -0.8 -0.5
H -0.503 -2.226 -0.715 0.8 -0.3 1.3
H 2.865 1.344 0.055 -0.7 0.3 0.0
C -0.814 -1.295 -0.243 -0.6 -0.5 -0.6
C 2.455 0.528 -0.546 0.8 -1.4 1.6
H 0.360 1.840 -0.960 0.4 -0.4 0.4
C 1.387 -0.285 0.201 -0.5 0.9 -1.4
H -2.454 -0.398 0.747 0.1 0.1 -0.1
```
Forces are in eV/Å.

No. 8
C8H12 | ωB97M-V with the def2-TZVPD basis set

The calculation puts the energy at -311.8027 a.u. The calculation puts the HOMO energy at -8.789 eV. The energy relative to the best compared isomer or geometry (same formula, charge and spin) comes out at 4.999 eV. For the frontier orbital gap, the calculation gives 9.863 eV.

```
20
Properties=species:S:1:pos:R:3:forces:R:3
C -1.611 -2.003 -0.245 0.4 1.0 -0.1
C -1.842 -0.809 0.278 4.5 1.3 -0.9
H 0.216 2.178 -1.335 -0.7 -0.5 0.3
C 2.395 -0.093 -0.491 -1.1 -0.8 0.4
H 3.111 0.538 -0.877 1.4 1.2 -0.6
H -2.574 -0.563 0.995 -1.0 0.5 0.5
C -0.656 1.548 -1.009 1.2 0.5 2.2
H 2.295 -2.068 0.756 0.0 1.0 -0.9
H 0.010 0.446 2.250 0.1 -2.3 1.7
H 0.531 -0.846 -1.360 0.2 0.3 -0.2
H 1.084 1.467 1.378 2.1 0.6 0.2
H -0.692 -2.163 -0.813 -0.4 -0.2 0.1
C 2.088 -1.188 0.107 -1.0 -0.4 1.9
H -1.055 1.038 -1.856 -0.6 -0.1 -0.6
H -1.342 2.187 -0.420 -0.1 -0.1 -1.1
C 0.923 -0.366 -0.457 -0.9 -0.8 -1.5
C -0.215 0.529 0.054 -1.2 -2.7 1.5
H -0.507 1.916 1.755 -0.2 0.2 -0.4
C 0.125 1.076 1.454 -2.3 1.7 -2.5
H -2.284 -2.825 -0.166 -0.5 -0.5 0.2
```
Forces are in eV/Å.